Record 1
Formula: C30H24AsIrN3S3
Source: OMol25
Level of theory: ωB97M-V with the def2-TZVPD basis set

Calculated values
2S+1: 2
Gap between HOMO and LUMO (spin up / spin down) (eV): 5.0551 / 5.3303
Total charge: +2
Expectation value of S²: 0.796
HOMO (spin up / spin down) (eV): -14.02 / -13.97
LUMO level (spin up / spin down) (eV): -8.966 / -8.638

Cartesian coordinates (Å):
Ir: 0.6282 0.9449 0.5290
S: -1.3401 -0.0432 1.7004
C: -2.6463 0.6825 0.8034
C: -3.8328 0.9936 1.4768
C: -4.8890 1.5541 0.7859
C: -4.7959 1.7817 -0.5829
C: -3.6222 1.4733 -1.2607
C: -2.5450 0.9218 -0.5848
As: -0.8455 0.5179 -1.4292
C: -0.9495 1.3301 -3.1907
C: -1.2192 0.5764 -4.3295
C: -1.3127 1.2130 -5.5565
C: -1.1174 2.5825 -5.6482
C: -0.8219 3.3291 -4.5162
C: -0.7304 2.7033 -3.2858
C: -0.8294 -1.4120 -1.6546
C: 0.2829 -1.9531 -2.2958
C: 0.4211 -3.3251 -2.4002
C: -0.5367 -4.1582 -1.8396
C: -1.6403 -3.6232 -1.1950
C: -1.7924 -2.2484 -1.1001
H: -3.9079 0.8053 2.5371
H: -5.7894 1.8252 1.3172
H: -5.6383 2.1929 -1.1199
H: -3.5485 1.6585 -2.3275
H: -1.3604 -0.4965 -4.2514
H: -1.5244 0.6371 -6.4443
H: -1.1756 3.0683 -6.6091
H: -0.6467 4.3916 -4.6006
H: -0.4838 3.2729 -2.3916
H: 1.0339 -1.2908 -2.7193
H: 1.2750 -3.7380 -2.9157
H: -0.4234 -5.2295 -1.9083
H: -2.3853 -4.2761 -0.7652
H: -2.6677 -1.8356 -0.6116
S: 3.1051 4.6542 1.9417
C: 2.2916 3.5281 0.9507
N: 1.6165 2.5936 1.5652
C: 1.7284 2.7091 2.9322
C: 1.1896 1.8479 3.8879
C: 1.3974 2.1309 5.2225
C: 2.1193 3.2586 5.6165
C: 2.6885 4.1066 4.6854
C: 2.4983 3.8152 3.3415
H: 2.3512 3.6008 -0.1217
H: 0.6304 0.9759 3.5760
H: 0.9967 1.4706 5.9762
H: 2.2434 3.4708 6.6659
H: 3.2659 4.9662 4.9870
C: 1.7653 -5.3155 0.4414
C: 2.3278 -4.0841 1.0517
C: 3.0203 -4.1079 2.2719
C: 3.4703 -2.8824 2.7363
N: 3.2790 -1.7695 2.0655
C: 2.6424 -1.8142 0.9019
S: 2.5590 -0.3794 -0.0597
N: 2.1552 -2.9433 0.4135
H: 2.2432 -6.2005 0.8492
H: 1.8879 -5.2835 -0.6375
H: 0.6970 -5.3690 0.6506
H: 3.1996 -5.0257 2.8023
H: 4.0079 -2.7798 3.6708

Atomic forces in eV per Å
Ir -0.246 -1.094 0.822
S 2.651 0.682 -1.109
C -0.601 0.364 -0.856
C 0.712 -0.201 0.000
C -0.153 0.067 -0.459
C 0.003 -0.110 0.188
C 0.055 -0.035 -0.285
C 0.139 0.087 0.692
As -1.188 -1.017 0.365
C 0.768 0.394 0.356
C -0.021 -0.487 0.405
C -0.017 0.043 0.050
C 0.051 -0.021 0.050
C 0.011 0.029 0.018
C 0.060 0.047 0.341
C 0.465 0.083 -0.066
C -0.014 0.283 -0.157
C -0.096 0.015 -0.066
C 0.069 0.071 -0.113
C -0.005 0.089 -0.006
C -0.213 0.334 0.107
H -0.025 0.027 0.117
H -0.062 -0.041 0.027
H 0.025 0.073 -0.026
H -0.013 0.045 0.070
H 0.008 0.062 -0.068
H -0.042 -0.070 -0.034
H -0.024 0.054 -0.102
H -0.022 0.049 0.032
H -0.073 0.036 -0.175
H 0.011 -0.164 0.021
H 0.068 -0.039 -0.011
H -0.013 -0.089 -0.033
H -0.082 -0.012 0.004
H 0.034 -0.018 0.030
S -0.460 -0.519 -0.097
C 0.404 0.634 -0.104
N -0.238 -0.870 -1.129
C 0.182 0.122 1.265
C 0.034 0.035 -0.026
C -0.097 -0.099 -0.228
C 0.169 0.212 -0.135
C -0.041 -0.078 0.118
C -0.218 -0.289 -0.430
H -0.009 0.001 -0.162
H -0.048 -0.022 0.070
H -0.059 -0.037 0.040
H 0.041 0.002 0.119
H 0.038 0.069 0.068
C -0.071 -0.130 -0.050
C 0.399 -0.239 0.806
C -0.163 0.457 -0.501
C 0.042 -0.654 0.288
N 0.186 1.916 -0.208
C 0.102 -2.110 1.792
S -1.827 1.764 -0.264
N -0.598 0.752 -1.501
H -0.006 -0.116 -0.024
H 0.050 -0.053 -0.032
H -0.063 -0.037 0.028
H 0.023 -0.144 0.127
H 0.004 -0.105 0.039

=====

Record 2
Formula: C4H7NO2
Source: OMol25
Level of theory: ωB97M-V with the def2-TZVPD basis set

Calculated values
Energy above the lowest of the compared OMol25 structures with the same formula, charge and spin (eV): 1.420
Gap between HOMO and LUMO (eV): 10.7062
Structure (SMILES): O[C@@H]1CN=COC1
HOMO (eV): -9.89
LUMO level (eV): 0.819

Cartesian coordinates (Å):
O: 0.9463 -1.6207 0.1354
C: 0.1011 -0.7651 -0.6102
C: 0.7355 0.5981 -0.8582
N: 0.7643 1.4345 0.3380
C: -0.0717 1.1846 1.2560
O: -1.0294 0.2372 1.3083
C: -1.2147 -0.5458 0.1241
H: 1.5829 -1.0808 0.6192
H: -0.1066 -1.2705 -1.5604
H: 0.1975 1.1304 -1.6523
H: 1.7644 0.4664 -1.2125
H: -0.0748 1.7702 2.1751
H: -1.9376 -0.0309 -0.5221
H: -1.6413 -1.4947 0.4544

Atomic forces in eV per Å
O 0.187 0.027 0.116
C -0.224 0.174 -0.141
C 0.027 -0.066 -0.164
N -0.262 -0.104 0.267
C 0.234 0.150 -0.087
O 0.057 0.040 0.007
C -0.071 -0.117 -0.148
H -0.083 -0.076 0.027
H -0.001 0.073 0.096
H 0.048 -0.085 0.100
H -0.135 0.023 0.045
H 0.028 -0.084 -0.125
H 0.121 -0.073 0.049
H 0.074 0.117 -0.042

=====

no.,E (eV)
1,-132136.6230
2,-9845.8594